1.
{
  "formula": "C5H12O4P",
  "method": "ωB97M-V with the def2-TZVPD basis set",
  "orbital_gap_ev": 8.68,
  "spin_multiplicity": 1,
  "charge": -1,
  "elements": ["C", "C", "C", "C", "O", "P", "O", "O", "O", "C", "H", "H", "H", "H", "H", "H", "H", "H", "H", "H", "H", "H"],
  "positions_angstrom": [[-2.0777, -1.6378, 0.1584], [-1.7885, -0.4152, -0.8188], [-0.7183, 0.5897, -0.3451], [-1.2170, 1.1050, 0.9838], [-0.3616, 1.5444, -1.3372], [1.0561, -0.5262, -0.2107], [1.0397, -1.7348, 0.6127], [1.6144, -0.5235, -1.5970], [1.9576, 0.7237, 0.4914], [3.4037, 0.6099, 0.3883], [-2.2085, -1.2417, 1.1619], [-2.9965, -2.1319, -0.0414], [-1.3046, -2.5397, 0.0895], [-1.2477, -0.7218, -1.7921], [-2.8041, -0.1136, -1.1280], [-1.9185, 1.8061, 0.7511], [-0.2312, 1.5464, 1.4131], [-1.5317, 0.3559, 1.6823], [0.5051, 1.4438, -1.7220], [3.6540, -0.1242, 1.1107], [3.5737, 1.5756, 0.8849], [3.6020, 0.4100, -0.7358]],
  "atomic_forces_ev_per_a": [[2.4, -0.9, -0.9], [1.2, -2.2, -2.2], [1.5, -3.4, 0.3], [5.5, 0.5, 0.5], [-2.2, 1.0, 0.8], [-0.4, 3.4, -0.6], [-0.3, -1.0, 1.0], [-0.3, -0.3, -0.8], [-1.1, -1.0, 0.1], [-2.7, 1.2, -0.9], [0.4, -0.4, 0.2], [-1.2, -0.1, -0.7], [-1.2, 2.4, 0.5], [-1.3, -0.4, 1.1], [0.5, 1.0, 0.2], [-2.1, 2.2, 0.0], [-2.0, 0.0, -0.1], [-0.2, -0.3, 0.0], [0.6, -0.9, 0.3], [1.0, -1.2, 0.1], [1.4, 0.0, -1.0], [0.5, 0.5, 2.1]]
}

2.
{
  "formula": "C5H12OS",
  "method": "ωB97M-V with the def2-TZVPD basis set",
  "orbital_gap_ev": 9.54,
  "spin_multiplicity": 1,
  "elements": ["C", "C", "O", "H", "H", "H", "H", "C", "C", "S", "C", "H", "H", "H", "H", "H", "H", "H", "H"],
  "positions_angstrom": [[-1.6874, 2.9700, 0.4102], [-1.6899, 1.6366, 0.4117], [-1.6131, 0.9235, 1.5569], [-1.5427, 3.5522, -0.5053], [-1.5837, 3.4887, 1.3686], [-1.8624, 1.0588, -0.4961], [-1.5800, -0.0228, 1.3478], [0.9248, -0.6522, -2.3048], [1.3238, -0.9729, -0.8357], [-0.0723, -1.6871, 0.0965], [0.6686, -1.7241, 1.7934], [1.7461, -0.0682, -2.8228], [0.0232, 0.0082, -2.3373], [0.7290, -1.5701, -2.8844], [1.6224, -0.0261, -0.3596], [2.1661, -1.6919, -0.8109], [1.6879, -2.1695, 1.7583], [0.7139, -0.7204, 2.2072], [0.0256, -2.3327, 2.4066]],
  "atomic_forces_ev_per_a": [[0.8, 0.0, 0.2], [-0.5, 0.6, -0.5], [-0.1, -0.3, 0.3], [-0.5, -0.4, 0.3], [0.0, -0.1, -0.4], [0.4, 0.0, 0.1], [0.0, 0.3, -0.2], [0.2, 0.6, -0.1], [0.1, 0.4, -0.6], [0.5, -0.1, 0.5], [0.6, 0.0, -1.0], [-0.8, -0.8, 0.7], [0.6, -0.6, 0.1], [0.0, 0.4, 0.2], [0.0, -0.4, 0.0], [-0.4, 0.4, 0.0], [-0.7, 0.3, 0.0], [0.0, 0.1, 0.0], [-0.2, -0.3, 0.2]]
}

3.
{
  "formula": "C5H12Si",
  "method": "ωB97M-V with the def2-TZVPD basis set",
  "orbital_gap_ev": 9.40,
  "spin_multiplicity": 1,
  "elements": ["C", "C", "C", "C", "C", "Si", "H", "H", "H", "H", "H", "H", "H", "H", "H", "H", "H", "H"],
  "positions_angstrom": [[2.5998, -2.2946, 0.1775], [1.6784, -1.9074, 1.0184], [-2.3046, 1.1734, 0.0050], [1.0664, 0.9873, -0.8784], [-1.5472, -0.0170, 0.5964], [0.3121, 0.3445, 0.7384], [3.1717, -3.2086, 0.3265], [2.8512, -1.7502, -0.7200], [1.4111, -2.4336, 1.9195], [-2.1413, 2.0710, 0.6008], [-1.9715, 1.3765, -1.0117], [-3.3749, 0.9783, -0.0261], [2.0064, 0.4899, -1.0931], [0.4096, 0.8094, -1.7248], [1.2668, 2.0552, -0.8328], [-1.7272, -0.8981, -0.0189], [-1.9539, -0.2450, 1.5828], [0.6149, 1.1858, 1.8982]],
  "atomic_forces_ev_per_a": [[0.4, -0.3, -0.4], [-2.3, 3.0, 0.3], [0.1, 0.0, 0.0], [-0.3, 0.0, 0.5], [0.3, 0.1, 0.1], [1.4, -3.0, -0.7], [0.0, 0.0, 0.1], [0.0, 0.2, -0.2], [0.0, -0.2, 0.1], [-0.1, 0.1, 0.0], [0.0, 0.1, -0.1], [-0.1, 0.0, 0.0], [0.2, -0.1, 0.1], [-0.2, -0.1, -0.1], [0.0, 0.1, 0.0], [0.2, -0.1, 0.0], [0.1, -0.1, 0.1], [0.1, 0.1, 0.2]]
}

4.
{
  "formula": "C5H13BN2",
  "method": "ωB97M-V with the def2-TZVPD basis set",
  "orbital_gap_ev": 9.01,
  "spin_multiplicity": 1,
  "elements": ["C", "C", "C", "N", "B", "N", "C", "C", "H", "H", "H", "H", "H", "H", "H", "H", "H", "H", "H", "H", "H"],
  "positions_angstrom": [[-1.3624, -0.6556, 1.2935], [-1.1029, 0.2494, 0.1175], [-2.3587, 0.9592, -0.3430], [-0.4079, -0.4510, -0.9800], [0.8916, -0.6993, -1.2928], [2.0168, 0.0992, 0.0546], [2.0851, -0.6701, 1.3002], [3.2781, -0.4550, 0.3184], [-0.4919, -1.3686, 1.4603], [-1.4691, 0.0681, 2.1280], [-2.3528, -1.2599, 1.0949], [-0.2979, 1.0624, 0.3149], [-2.1827, 1.8054, -1.0143], [-2.7610, 1.2879, 0.5832], [-3.0461, 0.3474, -1.0669], [-1.0240, -0.7962, -1.6055], [1.2291, -1.2556, -2.2510], [1.6969, -1.5943, 1.3628], [2.0716, -0.1155, 2.1332], [4.0910, 0.1326, 0.7155], [3.5401, -1.3277, -0.1600]],
  "atomic_forces_ev_per_a": [[-0.6, -1.0, 0.1], [3.0, 1.3, -1.3], [-0.3, -0.9, -2.5], [0.8, 0.8, 1.7], [2.5, 2.4, 4.0], [-3.5, -0.9, -3.3], [2.6, 1.5, -4.1], [-1.0, 0.0, 2.6], [-1.3, 1.0, 0.0], [-0.2, -1.0, 0.0], [1.9, 1.1, 0.6], [-1.5, -1.2, 0.6], [0.5, 0.2, 0.5], [-1.3, 0.4, 0.4], [0.8, 0.4, 2.0], [-2.5, -1.5, -2.6], [0.6, -0.3, -0.4], [-1.3, -3.2, 0.0], [-0.1, 2.0, 3.0], [0.1, 0.5, -0.3], [0.9, -1.8, -1.2]]
}

Going through the records in order, we get largest force on an atom values of 5.56, 1.29, 3.80, 5.34 eV/A.